168
Properties=species:S:1:pos:R:3:lowdin_charge:R:1 method="wB97M-V/def2-TZVPD" homo_lumo_gap_ev=6.761 energy_ev=-192277.285 total_charge=+1 e_homo_ev=-10.20
C 1.45 -4.52 4.74 -0.136
C 2.91 -4.11 4.86 -0.495
S 3.29 -2.57 3.93 0.871
C 4.74 -3.14 3.02 -0.614
P 6.14 -1.99 2.96 0.499
F 5.89 -0.69 3.69 -0.119
Br 7.77 -2.93 4.05 0.579
C 6.67 -1.83 1.26 -0.243
C 5.85 -0.83 0.43 -0.227
O 5.40 0.26 1.22 -0.160
C 5.61 1.48 0.49 -0.163
C 5.02 2.74 1.09 -0.171
O 3.64 2.94 0.90 -0.036
C 2.74 2.45 1.84 -0.237
C 1.39 2.71 1.56 0.001
C 0.39 2.35 2.46 -0.015
C 0.66 1.71 3.67 -0.168
C -0.42 1.36 4.74 -0.451
C -0.06 0.00 5.31 -0.046
C -1.76 1.30 4.02 -0.050
C -0.43 2.57 5.73 -0.099
C -0.50 2.32 7.24 -0.558
C -0.71 3.73 7.87 -0.061
C -1.70 1.46 7.68 -0.038
C 0.82 1.81 7.85 -0.045
C 2.01 1.42 3.94 -0.030
C 3.03 1.78 3.04 -0.008
H 1.13 -4.98 5.67 0.078
H 0.83 -3.64 4.61 0.056
H 1.26 -5.21 3.94 0.073
H 3.53 -4.93 4.51 0.063
H 3.18 -3.91 5.89 0.070
H 5.08 -4.04 3.52 0.037
H 4.53 -3.44 2.00 0.057
H 6.52 -2.82 0.84 0.094
H 7.74 -1.65 1.21 0.101
H 6.51 -0.45 -0.34 0.124
H 5.03 -1.32 -0.10 0.130
H 6.67 1.70 0.39 0.135
H 5.15 1.38 -0.50 0.139
H 5.33 2.89 2.12 0.130
H 5.52 3.52 0.52 0.135
H 1.14 3.23 0.65 0.117
H -0.62 2.62 2.18 0.105
H 0.84 -0.02 5.90 0.058
H 0.09 -0.68 4.47 0.087
H -0.91 -0.40 5.85 0.078
H -1.73 0.62 3.17 0.096
H -2.07 2.27 3.64 0.078
H -2.53 0.97 4.72 0.076
H 0.42 3.22 5.53 0.124
H -1.30 3.17 5.48 0.110
H 0.23 4.26 7.87 0.083
H -1.11 3.66 8.87 0.078
H -1.37 4.30 7.22 0.079
H -1.40 0.42 7.77 0.068
H -2.57 1.59 7.05 0.073
H -1.98 1.76 8.68 0.076
H 0.97 2.29 8.81 0.078
H 1.63 2.17 7.21 0.080
H 0.87 0.73 7.92 0.066
H 2.34 0.94 4.85 0.099
H 4.04 1.54 3.31 0.085
C 5.02 -9.89 3.64 -0.057
C 4.01 -8.76 3.64 -0.204
O 4.58 -7.55 3.11 0.023
C 4.63 -7.47 1.78 -0.601
O 4.22 -8.28 0.99 0.138
O 5.19 -6.29 1.46 -0.023
C 5.32 -6.06 0.05 -0.021
H 5.93 -9.59 4.16 0.084
H 4.60 -10.77 4.13 0.086
H 5.30 -10.16 2.62 0.079
H 3.71 -8.53 4.66 0.122
H 3.11 -9.03 3.09 0.124
H 4.37 -6.22 -0.46 0.081
H 6.08 -6.71 -0.36 0.107
H 5.63 -5.03 -0.07 0.077
C 0.27 -1.96 -2.18 -0.063
C 1.27 -2.12 -1.05 -0.213
O 0.95 -3.21 -0.17 0.036
C 1.29 -4.41 -0.65 -0.604
O 1.81 -4.62 -1.72 0.116
O 1.00 -5.35 0.27 0.003
C 1.28 -6.68 -0.19 -0.024
H -0.75 -1.86 -1.80 0.085
H 0.52 -1.08 -2.77 0.084
H 0.29 -2.83 -2.83 0.078
H 1.28 -1.22 -0.43 0.121
H 2.27 -2.25 -1.45 0.113
H 2.29 -6.75 -0.58 0.069
H 0.56 -6.97 -0.95 0.105
H 1.18 -7.35 0.66 0.094
C -7.31 4.26 0.75 -0.063
C -7.48 2.77 0.96 -0.207
O -6.47 2.24 1.83 0.039
C -6.69 2.45 3.13 -0.594
O -7.65 3.00 3.61 0.102
O -5.66 1.94 3.82 0.004
C -5.76 2.14 5.23 -0.030
H -6.30 4.48 0.40 0.081
H -8.02 4.63 0.01 0.081
H -7.46 4.80 1.68 0.076
H -7.37 2.24 0.01 0.122
H -8.47 2.54 1.35 0.121
H -6.72 1.80 5.62 0.096
H -5.61 3.20 5.46 0.102
H -4.96 1.57 5.70 0.078
C 1.03 -1.48 -9.15 -0.059
C -0.12 -2.47 -9.18 -0.201
O -0.52 -2.84 -7.85 0.040
C -1.33 -1.99 -7.22 -0.592
O -1.77 -0.96 -7.67 0.111
O -1.55 -2.48 -6.00 0.005
C -2.37 -1.69 -5.14 -0.039
H 1.85 -1.88 -8.55 0.082
H 1.39 -1.29 -10.16 0.086
H 0.73 -0.54 -8.70 0.055
H 0.19 -3.39 -9.67 0.123
H -0.97 -2.08 -9.74 0.125
H -3.32 -1.45 -5.62 0.097
H -1.85 -0.79 -4.84 0.096
H -2.57 -2.30 -4.26 0.090
C -0.97 1.73 -9.03 -0.067
C -1.60 3.05 -9.41 -0.191
O -0.63 4.03 -9.84 0.023
C -0.22 3.89 -11.11 -0.611
O -0.58 3.05 -11.89 0.127
O 0.67 4.86 -11.35 -0.015
C 1.25 4.81 -12.66 -0.031
H -0.19 1.88 -8.29 0.064
H -1.71 1.05 -8.63 0.059
H -0.51 1.26 -9.90 0.080
H -2.10 3.49 -8.55 0.124
H -2.36 2.91 -10.19 0.125
H 0.47 4.78 -13.43 0.096
H 1.90 3.95 -12.75 0.100
H 1.83 5.72 -12.78 0.094
C 4.58 8.49 -7.98 -0.064
C 4.86 7.40 -6.97 -0.217
O 3.73 6.53 -6.81 0.034
C 3.60 5.59 -7.75 -0.604
O 4.35 5.40 -8.68 0.121
O 2.50 4.89 -7.48 0.018
C 2.20 3.87 -8.44 -0.020
H 3.66 9.03 -7.73 0.082
H 5.41 9.20 -8.02 0.080
H 4.44 8.07 -8.98 0.076
H 5.03 7.84 -5.99 0.120
H 5.74 6.83 -7.23 0.121
H 3.06 3.22 -8.59 0.102
H 1.89 4.32 -9.38 0.081
H 1.38 3.29 -8.04 0.072
C -10.16 1.86 4.61 -0.072
C -10.97 1.37 5.78 -0.203
O -11.56 0.08 5.52 0.041
C -10.74 -0.96 5.68 -0.606
O -9.59 -0.92 6.03 0.114
O -11.43 -2.07 5.38 0.006
C -10.67 -3.27 5.45 -0.043
H -10.76 1.85 3.70 0.086
H -9.80 2.87 4.78 0.074
H -9.30 1.22 4.43 0.065
H -11.80 2.04 5.97 0.123
H -10.37 1.33 6.69 0.122
H -10.18 -3.37 6.42 0.094
H -9.94 -3.31 4.65 0.097
H -11.37 -4.09 5.33 0.093